Computed, not measured: C27H28BBr63O7S as an isolated structure, with the ωB97M-V functional and the def2-TZVPD basis.

XYZ file:
```
127
Properties=species:S:1:pos:R:3:forces:R:3:mulliken_charge:R:1
C -0.08655 2.95385 -2.45901 0.35 0.14 1.24 -0.4076
O -0.43548 2.33825 -3.75816 -1.72 -2.44 1.94 -0.4241
B -1.21660 1.08975 -3.47823 2.70 0.64 -1.16 0.4559
O -0.48304 -0.19136 -3.44650 -0.65 4.35 0.11 -0.5030
C -2.83867 1.27480 -3.26696 -3.11 -0.68 3.46 0.3780
C -3.55670 1.18260 -1.96702 0.03 0.67 -5.43 -0.0658
S -2.98067 0.85070 -0.21472 -1.59 2.87 7.06 1.2962
C -2.11557 -0.82810 -0.10490 0.34 -1.41 -0.82 -0.1608
O -2.09749 2.00791 0.36493 -2.28 -3.98 -3.41 -0.5581
O -4.24839 0.72068 0.71691 3.92 -0.13 -4.20 -0.5051
C -5.12528 1.48088 -2.33784 -1.43 0.42 4.30 0.1618
O -6.00335 1.97164 -1.44734 7.59 -6.28 -4.05 -0.6105
O -5.30754 1.15910 -3.77846 2.62 2.50 2.55 -0.0422
C -4.01153 1.57035 -4.37926 0.28 1.51 -5.44 0.3962
O -3.95159 2.03766 -5.63350 -0.34 -3.59 9.09 -0.5264
H -1.01515 3.43327 -1.90574 1.82 -0.91 -1.29 0.1914
H 0.75901 3.76436 -2.61138 -1.87 -1.81 0.15 0.2666
H 0.30688 2.08665 -1.77056 -0.49 1.87 -0.98 0.1430
H 0.49179 0.06126 -3.51482 -1.69 -0.51 -0.02 0.2519
H -2.33610 -1.37362 -1.11762 0.64 1.06 1.78 -0.0719
H -2.60829 -1.47091 0.74730 0.59 1.78 -1.67 0.2015
H -0.96350 -0.73054 0.13318 -2.47 0.20 -0.79 0.1359
C -6.59737 -1.80858 1.53691 -0.01 0.38 0.10 -0.2734
Br -6.55154 -2.27203 -0.35176 0.03 0.06 0.39 -0.0252
Br -8.27462 -2.33363 2.37062 0.47 0.06 -0.24 -0.0546
Br -5.05982 -2.51867 2.49394 -0.39 0.07 -0.26 0.0587
H -6.53696 -0.71706 1.59984 0.05 -0.46 -0.09 0.2683
C -6.43707 -0.83128 -6.87304 0.03 0.34 0.05 -0.0551
Br -6.40257 -2.21021 -5.50143 0.00 0.23 -0.37 0.1238
Br -5.22156 -1.23575 -8.33689 -0.32 0.03 0.39 -0.0305
Br -8.24354 -0.48563 -7.50661 0.50 -0.17 0.18 -0.0155
H -6.07958 0.09267 -6.40661 -0.16 -0.37 -0.22 0.0264
C 0.31572 0.29731 3.30749 -0.12 0.02 0.34 -0.4148
Br -1.56972 -0.05614 2.98473 0.53 0.13 0.45 0.0126
Br 1.12384 -1.06293 4.43913 -0.31 0.30 -0.74 0.1029
Br 1.30157 0.53743 1.64778 -0.15 -0.08 0.23 -0.0597
H 0.37450 1.24426 3.85415 -0.02 -0.39 -0.30 0.3987
C 2.17017 -1.47952 8.40914 -0.18 0.06 0.22 -0.3035
Br 1.45448 0.15898 7.64294 0.28 -0.32 0.53 -0.0308
Br 2.50408 -2.82924 7.04873 -0.19 0.35 0.33 -0.0873
Br 3.74768 -1.14150 9.49605 -0.37 -0.11 -0.38 -0.0253
H 1.40182 -1.88227 9.07732 0.35 0.17 -0.33 0.3867
C 5.20483 0.00492 2.85166 -0.28 -0.06 -0.10 0.0990
Br 6.44196 -0.49429 1.43595 -0.22 0.16 0.46 0.1432
Br 4.94856 -1.43775 4.13109 0.10 0.43 -0.33 0.1770
Br 5.73377 1.66103 3.72443 -0.07 -0.41 -0.19 -0.0349
H 4.23463 0.18865 2.37839 0.42 -0.06 0.22 -0.2140
C 7.45004 -4.14118 6.65145 0.22 -0.17 -0.12 -0.3994
Br 8.11920 -2.90084 5.31066 -0.08 -0.37 0.44 0.0612
Br 7.91149 -3.57613 8.45470 -0.17 -0.10 -0.46 -0.0252
Br 5.54006 -4.45528 6.45776 0.57 0.09 0.07 -0.0461
H 7.95079 -5.09953 6.47870 -0.24 0.45 0.10 0.3525
C 11.07677 -0.96722 2.39057 0.26 0.16 -0.09 -0.3456
Br 10.18167 0.21220 1.12894 0.18 -0.42 0.27 0.1177
Br 10.94517 -0.30829 4.21606 -0.06 -0.19 -0.50 -0.0596
Br 10.44943 -2.80211 2.23630 0.07 0.40 0.06 -0.0759
H 12.13965 -0.96951 2.12731 -0.49 -0.02 0.12 0.3896
C -10.03705 -1.07102 6.31511 -0.01 -0.05 0.19 -0.3024
Br -11.42904 -2.36029 5.88605 0.36 0.30 0.05 -0.0203
Br -8.28940 -1.91320 6.45783 -0.44 0.21 -0.09 -0.0100
Br -10.02206 0.42045 5.06631 0.15 -0.76 0.01 0.0624
H -10.27527 -0.65969 7.30156 0.12 -0.22 -0.42 0.2252
C 10.30174 4.30116 0.77716 0.01 0.25 0.01 -0.4423
Br 10.34757 3.83771 -1.11150 -0.03 0.02 0.49 0.0909
Br 8.62449 3.77611 1.61087 0.39 0.03 -0.21 0.0068
Br 11.83929 3.59107 1.73420 -0.35 0.20 -0.21 -0.0186
H 10.36215 5.39268 0.84010 -0.02 -0.51 -0.02 0.3532
C -10.01624 4.55372 4.61739 -0.18 -0.02 0.12 -0.1185
Br -10.73193 6.19221 3.85119 0.24 -0.44 0.18 -0.0285
Br -9.68233 3.20400 3.25698 -0.02 0.50 0.18 -0.0479
Br -8.43872 4.89174 5.70430 -0.39 -0.11 -0.26 0.0737
H -10.78458 4.15097 5.28557 0.35 0.16 -0.24 0.1035
C -7.84730 4.61680 -3.74412 -0.22 0.56 0.20 -0.4421
Br -9.73273 4.26336 -4.06688 0.30 0.07 -0.02 -0.0872
Br -7.03917 3.25656 -2.61248 -3.07 3.61 -2.76 0.2446
Br -6.86144 4.85693 -5.40383 -0.17 -0.09 0.27 -0.0993
H -7.78852 5.56376 -3.19746 -0.12 -0.27 -0.39 0.3582
C 10.33833 3.73572 -5.66832 -0.12 0.08 -0.17 -0.2673
Br 11.57547 3.23651 -7.08403 -0.20 0.05 0.50 0.0037
Br 10.08207 2.29304 -4.38889 0.08 0.30 -0.27 -0.0407
Br 10.86727 5.39182 -4.79555 -0.11 -0.48 -0.22 0.0005
H 9.36814 3.91945 -6.14160 0.44 -0.07 0.23 0.2714
C -6.56216 -6.03079 -6.14206 0.11 0.14 -0.27 -0.2838
Br -5.93780 -7.83799 -6.50003 -0.18 0.47 0.16 -0.0349
Br -8.39173 -5.76396 -6.74657 0.50 -0.09 0.23 -0.0166
Br -6.33979 -5.54541 -4.27146 -0.11 -0.22 -0.29 -0.0157
H -5.93055 -5.35284 -6.72555 -0.26 -0.25 0.29 0.3032
C 10.43561 -3.42371 -1.58045 0.01 0.09 0.23 0.1149
Br 9.04362 -4.71299 -2.00952 0.29 0.34 0.00 0.0139
Br 12.18326 -4.26590 -1.43773 -0.48 0.22 -0.07 -0.0474
Br 10.45060 -1.93224 -2.82925 -0.06 -0.37 0.25 0.0115
H 10.19739 -3.01238 -0.59400 0.12 -0.16 -0.42 -0.1061
C 6.21212 -1.61017 -2.76686 0.18 -0.09 0.13 0.0516
Br 4.69513 -2.02526 -1.62214 0.30 0.09 -0.38 -0.0191
Br 5.95500 -2.27225 -4.57779 0.05 0.18 0.42 -0.0276
Br 6.63842 0.28771 -2.74368 -0.12 -0.47 -0.01 0.0089
H 7.07825 -2.13748 -2.35360 -0.34 0.19 -0.20 -0.0468
C -4.65970 6.51785 5.36342 -0.18 -0.12 0.06 -0.1966
Br -5.37539 8.15634 4.59722 0.22 -0.42 0.18 -0.0105
Br -4.32579 5.16813 4.00302 -0.06 0.37 0.34 0.0550
Br -3.08219 6.85587 6.45033 -0.36 -0.06 -0.29 -0.0319
H -5.42805 6.11510 6.03160 0.35 0.20 -0.31 0.1527
C 10.15582 6.95326 -9.34811 -0.05 0.18 -0.12 -0.3077
Br 9.11623 5.46174 -8.65633 0.13 0.42 -0.24 -0.0063
Br 10.67900 8.18676 -7.93790 -0.11 -0.37 -0.35 -0.0124
Br 11.68619 6.34918 -10.38602 -0.39 0.11 0.33 -0.0047
H 9.50427 7.50721 -10.03196 0.29 -0.28 0.33 0.3391
C -3.79799 -6.72519 3.49578 0.03 -0.23 -0.05 -0.3342
Br -5.25132 -6.76789 2.20352 0.36 0.08 0.35 -0.0016
Br -2.61398 -5.20968 3.20377 -0.24 -0.33 0.10 -0.0106
Br -4.45456 -6.78877 5.32582 0.15 0.08 -0.48 -0.0221
H -3.20305 -7.63081 3.33790 -0.26 0.44 0.08 0.3460
C -11.27835 3.40816 8.92178 -0.22 -0.15 0.37 -0.3605
Br -11.99404 5.04666 8.15558 0.25 -0.42 0.08 -0.0311
Br -10.94444 2.05845 7.56138 -0.11 0.82 0.42 0.1421
Br -9.70083 3.74618 10.00869 -0.37 -0.07 -0.34 -0.0119
H -12.04669 3.00542 9.58996 0.35 0.24 -0.28 0.3649
C -2.51365 -4.33271 -3.60624 -0.37 0.01 0.00 -0.1354
Br -1.73462 -2.55102 -3.65744 -0.21 -0.85 0.00 0.1206
Br -2.51390 -5.17335 -5.36046 0.05 0.22 0.43 -0.0403
Br -1.66312 -5.45630 -2.26522 -0.17 0.32 -0.35 -0.0258
H -3.56063 -4.21544 -3.30774 0.42 -0.12 -0.16 0.1238
C 5.67726 -6.53967 -5.39120 -0.08 0.24 -0.05 -0.1810
Br 6.20440 -6.94380 -3.56288 -0.12 0.06 -0.44 -0.0110
Br 7.20379 -6.51770 -6.59666 -0.38 -0.04 0.34 -0.0095
Br 4.27501 -7.73207 -6.02055 0.40 0.27 0.18 -0.0263
H 5.25856 -5.52789 -5.38702 0.20 -0.45 0.03 0.2075
```
Positions in Å, forces in eV/Å.

Its lowest unoccupied orbital energy is -0.1070 Eh. Its total charge is 0. The calculation puts the energy above the lowest of the compared OMol25 structures with the same formula, charge and spin at 840.8 kJ/mol.